{"formula": "C6H9NO", "method": "ωB97M-V/def2-TZVPD", "elements": ["C", "C", "C", "C", "C", "C", "N", "O", "H", "H", "H", "H", "H", "H", "H", "H", "H"], "positions_angstrom": [[0.044, -0.379, 0.056], [1.267, -0.427, 0.443], [2.402, 0.324, -0.204], [3.681, -0.464, -0.139], [-2.346, 1.132, 0.314], [-2.736, -0.005, -0.634], [-1.723, -0.841, -1.079], [2.288, 1.407, -0.702], [1.575, -1.033, 1.291], [4.448, 0.026, -0.732], [4.014, -0.528, 0.897], [3.516, -1.476, -0.507], [-1.570, 1.746, -0.139], [-3.214, 1.749, 0.546], [-1.949, 0.701, 1.232], [-3.182, 0.443, -1.541], [-3.513, -0.610, -0.130]], "lowdin_charge": [0.24, -0.11, -0.47, -0.02, -0.14, -0.47, 0.07, 0.11, 0.12, 0.09, 0.09, 0.09, 0.07, 0.07, 0.06, 0.11, 0.10], "relative_energy_kcal_mol": 190.1, "e_homo_ev": [-8.4, -8.2], "energy_ev": -9897.3595, "lumo_ha": [-0.0283, -0.0304], "gap_ev": [7.63, 7.38]}



{"formula": "C6H9NO", "method": "ωB97M-V/def2-TZVPD", "elements": ["C", "C", "C", "C", "C", "C", "H", "H", "H", "H", "H", "H", "H", "H", "H", "N", "O"], "positions_angstrom": [[0.715, -0.577, 0.024], [-0.508, -1.398, -0.475], [-1.517, 0.763, 0.306], [-0.377, 1.540, 0.171], [0.573, 0.856, -0.675], [1.937, 0.238, -0.684], [0.072, 0.210, 1.828], [0.930, -1.656, 1.841], [-0.754, -2.218, 0.165], [-0.457, -1.625, -1.580], [-2.446, 1.187, 0.763], [-0.292, 2.472, 0.695], [0.150, 0.636, -1.703], [2.428, 0.030, -1.559], [2.634, 0.394, 0.127], [0.971, -0.498, 1.482], [-1.750, -0.560, -0.368]], "lowdin_charge": [-0.41, -0.10, -0.07, -0.10, -0.23, 0.00, 0.14, 0.17, 0.10, 0.14, 0.12, 0.10, 0.16, 0.06, 0.09, -0.02, -0.14], "smiles": "N[C@@]12COC=C[C@H]1C2", "relative_energy_kcal_mol": 125.8, "e_homo_ev": -8.7, "energy_ev": -9900.1477, "lumo_ha": 0.0360, "gap_ev": 9.69}



{"formula": "C6H9NO", "method": "ωB97M-V/def2-TZVPD", "elements": ["C", "C", "C", "C", "C", "C", "H", "H", "H", "H", "H", "H", "H", "H", "H", "N", "O"], "positions_angstrom": [[0.974, 0.027, 0.046], [0.227, 1.277, -0.418], [-1.212, -0.536, -1.091], [0.009, -1.262, -0.270], [0.034, -0.592, 1.068], [-1.274, 0.236, 1.073], [2.814, -0.825, -0.234], [0.460, 1.502, -1.457], [0.051, 2.189, 0.338], [-2.167, -1.003, -0.643], [-1.247, -0.587, -2.216], [0.307, -2.194, -0.672], [0.284, -1.166, 1.974], [-2.239, -0.280, 1.237], [-1.276, 1.161, 1.815], [-1.260, 0.721, -0.330], [2.411, 0.157, -0.034]], "lowdin_charge": [-0.36, -0.06, -0.14, -0.08, -0.18, -0.17, 0.18, 0.11, 0.16, 0.12, 0.12, 0.11, 0.14, 0.11, 0.15, -0.17, -0.05], "smiles": "O[C@@]12CN3C[C@@H]1[C@@H]2C3", "relative_energy_kcal_mol": 83.5, "e_homo_ev": -9.0, "energy_ev": -9901.9841, "lumo_ha": 0.0283, "gap_ev": 9.80}